# 1
Entry from the OMol25 dataset: 2 unconnected molecules or ions with the total composition C37H31N4 at a distorted geometry (ωB97M-V with the def2-TZVPD basis set).

Output
LUMO energy   -4.880 eV
Electronic energy   -44825.283 eV
Relative energy (zero: lowest compared OMol25 entry of this formula, charge and spin)   123.7 kJ/mol
HOMO-LUMO gap   5.48 eV
Total charge   +1

```
72
Properties=species:S:1:pos:R:3:mulliken_charge:R:1
C -5.178 -2.617 2.345 -0.926
C -4.241 -1.988 3.182 -0.505
C -3.314 -1.104 2.629 0.956
C -3.508 -0.680 1.310 -0.130
N -2.849 0.463 0.879 1.123
C -2.014 1.252 1.582 -0.661
N -1.752 2.272 0.697 0.320
C -0.799 3.286 0.928 0.541
C -0.475 3.565 2.254 -0.418
C 0.412 4.617 2.530 -0.560
C 0.988 5.353 1.483 -0.573
C 0.755 4.967 0.156 -0.640
C -0.123 3.905 -0.121 -0.400
C -2.532 2.089 -0.479 -0.060
C -2.696 2.974 -1.640 0.278
C -2.949 2.321 -2.864 -0.446
C -3.180 3.057 -4.028 -0.615
C -3.223 4.461 -3.987 -0.381
C -2.994 5.124 -2.771 -0.679
C -2.738 4.393 -1.607 0.013
N -3.162 0.944 -0.377 -1.081
C -4.457 -1.256 0.469 -0.569
C -5.268 -2.277 0.987 -0.680
H -5.835 -3.374 2.785 0.411
H -4.250 -2.194 4.254 0.489
H -2.454 -0.678 3.147 0.121
H -0.938 2.954 3.031 0.395
H 0.640 4.862 3.565 0.394
H 1.619 6.223 1.690 0.370
H 1.244 5.489 -0.666 0.400
H -0.269 3.560 -1.149 0.602
H -2.948 1.230 -2.880 0.397
H -3.327 2.539 -4.979 0.372
H -3.431 5.037 -4.895 0.371
H -3.005 6.218 -2.732 0.384
H -2.571 4.908 -0.660 0.490
H -4.549 -0.885 -0.547 0.478
H -5.985 -2.796 0.352 0.377
C 1.324 1.982 6.954 -1.480
C -0.129 1.897 6.722 -0.306
N -1.016 2.731 7.316 0.134
C -2.329 2.379 6.991 -0.773
C -2.261 1.252 6.144 1.172
C -3.435 0.720 5.627 0.594
C -4.657 1.338 5.929 -1.000
C -4.703 2.490 6.739 -0.607
C -3.527 3.007 7.302 -0.930
C -0.843 0.975 5.915 0.788
C -0.312 0.074 4.988 -0.631
C -0.746 -1.275 4.877 0.682
C -1.635 -1.904 5.803 -0.015
C -2.117 -3.178 5.553 -1.011
C -1.652 -3.929 4.467 1.289
C -2.152 -5.315 4.248 -1.379
C -0.737 -3.347 3.580 -0.796
C -0.274 -2.064 3.790 -0.648
H 1.810 1.061 6.610 0.362
H 1.767 2.829 6.408 0.310
H 1.542 2.121 8.024 0.429
H -0.754 3.521 7.898 0.260
H -3.361 -0.156 4.981 -0.031
H -5.581 0.917 5.527 0.474
H -5.665 2.968 6.936 0.394
H -3.522 3.866 7.970 0.419
H 0.571 0.383 4.423 0.586
H -1.944 -1.374 6.706 0.554
H -2.888 -3.600 6.203 0.409
H -1.498 -5.846 3.551 0.403
H -2.204 -5.855 5.201 0.372
H -3.160 -5.297 3.817 0.271
H -0.404 -3.906 2.705 0.361
H 0.432 -1.604 3.095 0.383
```

# 2
Entry from the OMol25 dataset: a molecular structure, C37H32BN7O2PtS2 at a distorted geometry (ωB97M-V with the def2-TZVPD basis set).

Output
LUMO energy (spin up / spin down)   -6.096 / -9.484 eV
Electronic energy   -78992.237 eV
Expectation value of S²   6.04
Spin multiplicity   5
HOMO-LUMO gap (spin up / spin down)   7.09 / 3.68 eV
Total charge   +2

```
82
Properties=species:S:1:pos:R:3:mulliken_charge:R:1
Pt 0.171 -0.284 -0.421 0.980
C 5.614 0.573 0.743 -1.492
C 4.470 -0.061 0.051 0.458
C 4.488 -1.049 -0.917 -1.455
C 3.142 -1.284 -1.255 0.110
N 2.384 -0.461 -0.508 0.799
N 3.177 0.273 0.282 0.096
B 2.623 1.298 1.311 -1.460
N 1.772 2.299 0.493 0.639
N 0.910 1.802 -0.366 0.218
C 0.328 2.794 -1.066 -0.107
C 0.849 3.999 -0.595 -1.318
C 1.769 3.655 0.388 0.769
C 2.615 4.541 1.209 -1.409
C -0.579 2.401 -2.122 0.123
C -1.754 3.100 -2.397 -0.727
C -2.623 2.621 -3.359 -0.769
C -2.321 1.467 -4.075 -0.488
C -1.128 0.796 -3.842 -0.592
C -0.260 1.241 -2.861 -0.046
N 1.675 0.508 2.238 1.023
N 0.859 -0.383 1.705 -0.001
C 0.172 -1.007 2.677 -0.352
C 0.586 -0.465 3.902 -1.356
C 1.552 0.477 3.592 0.726
C 2.366 1.287 4.523 -1.406
C -0.696 -2.108 2.346 0.786
C -1.765 -2.485 3.171 -0.743
C -2.570 -3.545 2.810 -0.874
C -2.327 -4.243 1.628 -0.344
C -1.247 -3.898 0.821 -0.802
C -0.437 -2.840 1.172 0.077
C 2.561 -2.207 -2.208 1.428
C 3.387 -3.041 -2.979 -1.190
C 2.843 -3.926 -3.888 -0.814
C 1.467 -4.004 -4.056 -0.738
C 0.629 -3.188 -3.297 -1.074
C 1.169 -2.304 -2.388 0.873
H 6.543 0.163 0.358 0.395
H 5.616 1.650 0.583 0.299
H 5.570 0.398 1.817 0.295
H 5.361 -1.528 -1.308 0.545
H 3.469 1.833 1.918 -0.014
H 0.627 4.977 -0.965 0.617
H 2.406 5.575 0.951 0.404
H 2.413 4.396 2.269 0.243
H 3.672 4.341 1.043 0.292
H -1.987 3.989 -1.830 0.503
H -3.541 3.150 -3.554 0.453
H -2.998 1.100 -4.830 0.467
H -0.877 -0.057 -4.454 0.475
H 0.740 0.815 -2.783 0.719
H 0.259 -0.759 4.876 0.593
H 2.061 1.084 5.546 0.424
H 3.422 1.040 4.420 0.297
H 2.245 2.349 4.326 0.248
H -1.953 -1.926 4.076 0.503
H -3.394 -3.833 3.444 0.468
H -2.964 -5.064 1.337 0.490
H -1.033 -4.477 -0.063 0.491
H 0.471 -2.645 0.609 0.810
H 4.457 -2.987 -2.858 0.412
H 3.492 -4.560 -4.470 0.434
H 1.044 -4.694 -4.769 0.446
H -0.441 -3.249 -3.421 0.541
H 0.471 -1.667 -1.795 0.051
O -3.026 -0.688 -2.263 -0.510
S -3.153 -0.940 -0.862 0.783
O -3.057 -2.292 -0.412 -0.521
N -1.903 -0.053 -0.107 0.183
C -2.392 0.879 0.674 1.199
S -1.421 1.986 1.479 -0.193
C -3.847 0.915 0.775 0.587
C -4.620 1.768 1.553 -0.953
C -6.000 1.625 1.516 -0.720
C -6.599 0.682 0.692 -0.670
C -5.825 -0.151 -0.116 -0.828
C -4.459 -0.027 -0.045 0.221
H -4.150 2.524 2.167 0.467
H -6.613 2.272 2.129 0.457
H -7.675 0.605 0.664 0.478
H -6.278 -0.867 -0.780 0.570
```

# 3
Entry from the OMol25 dataset: a molecular structure, C37H32ClOP2Zr at a distorted geometry (ωB97M-V with the def2-TZVPD basis set).

Output
LUMO energy   -12.065 eV
Electronic energy   -73287.350 eV
HOMO-LUMO gap   4.46 eV
Total charge   +3

```
74
Properties=species:S:1:pos:R:3:mulliken_charge:R:1
Zr -0.939 -1.583 0.380 0.524
Cl -1.675 -3.444 -0.644 -0.302
C 1.172 -0.929 0.122 0.404
O 2.365 -0.986 0.066 -0.175
P -0.271 -0.323 -2.268 1.741
C 0.377 1.319 -2.833 0.179
C 0.852 -1.429 -3.221 0.514
C -1.839 -0.391 -3.230 0.223
C 0.439 -2.762 -3.421 -0.570
C 1.332 -3.693 -3.963 -0.886
C 2.635 -3.302 -4.290 -0.547
C 3.060 -1.987 -4.046 -0.735
C 2.178 -1.058 -3.495 -0.402
H -0.567 -3.075 -3.115 0.414
H 0.990 -4.725 -4.131 0.430
H 3.325 -4.034 -4.708 0.437
H 4.080 -1.691 -4.271 0.466
H 2.515 -0.048 -3.266 0.420
C 1.263 2.036 -2.012 0.221
C 1.877 3.198 -2.505 -0.728
C 1.620 3.684 -3.792 -0.692
C 0.697 3.000 -4.588 -0.690
C 0.068 1.848 -4.106 -0.415
H 1.489 1.657 -1.012 0.191
H 2.585 3.724 -1.875 0.445
H 2.110 4.590 -4.164 0.412
H 0.449 3.372 -5.585 0.430
H -0.678 1.347 -4.718 0.418
C -1.923 -0.975 -4.501 -0.198
C -3.176 -1.237 -5.071 -0.712
C -4.360 -0.921 -4.403 -0.676
C -4.268 -0.299 -3.152 -0.789
C -3.029 -0.006 -2.585 -0.321
H -1.010 -1.275 -5.022 0.546
H -3.219 -1.699 -6.055 0.442
H -5.338 -1.134 -4.846 0.443
H -5.181 -0.042 -2.618 0.458
H -2.978 0.449 -1.591 0.478
H -0.567 1.401 -0.089 -0.442
H -1.348 1.395 -0.060 0.612
C -1.036 3.755 5.613 -0.555
C -0.128 4.115 4.617 -0.745
C 0.279 3.202 3.653 -0.316
C -0.214 1.881 3.691 0.729
C -1.149 1.527 4.679 -0.180
C -1.553 2.461 5.636 -0.794
P 0.377 0.783 2.334 0.563
C 1.839 0.108 3.233 0.903
C 3.101 0.482 2.753 -0.506
C 4.263 0.002 3.335 -0.666
C 4.221 -0.875 4.426 -0.651
C 2.973 -1.221 4.929 -0.779
C 1.791 -0.721 4.359 -0.267
C -0.907 -0.528 2.547 0.560
C -0.598 -1.922 2.577 -0.663
C -1.690 -2.855 2.697 -0.507
C -2.998 -2.497 2.415 -0.787
C -3.242 -1.185 1.968 -0.537
C -2.221 -0.205 2.073 -0.600
H -1.334 4.476 6.370 0.435
H 0.294 5.118 4.611 0.427
H 0.986 3.487 2.871 0.348
H -1.594 0.538 4.716 0.345
H -2.267 2.179 6.409 0.432
H 3.146 1.131 1.892 0.392
H 5.226 0.297 2.938 0.448
H 5.139 -1.262 4.863 0.444
H 2.920 -1.892 5.784 0.435
H 0.829 -1.003 4.803 0.437
H 0.443 -2.245 2.715 0.707
H -1.449 -3.875 2.983 0.563
H -3.820 -3.208 2.514 0.514
H -4.255 -0.882 1.649 0.617
H -2.482 0.860 2.032 0.687
```

Q: The lowest electronic energy belongs to which entry?
A: C37H32BN7O2PtS2

Q: Among the records above, which one has the highest electronic energy?
A: C37H31N4

Q: The lowest electronic energy belongs to which entry?
A: C37H32BN7O2PtS2